91
Properties=species:S:1:pos:R:3 method="wB97M-V/def2-TZVPD" largest_force_ev_per_a=3.54 total_energy_ev=-504880.3775 charge=+1 homo_ev=-11.29 homo_lumo_gap_ev=8.65
C -0.97028 -5.00809 0.25838
C -0.78218 -4.62398 -1.22007
O -1.11630 -3.25378 -1.47586
C 0.00920 -2.42466 -1.29787
C -0.30984 -0.93446 -1.53314
C 1.06573 -0.26535 -1.80958
C 2.08484 -0.32552 -0.66790
O 2.41491 -1.36050 -0.11591
C 2.79426 0.93867 -0.22783
C 3.89820 0.78393 0.58974
C 4.64079 1.84334 1.02563
C 4.29677 3.13059 0.66004
C 3.20766 3.29805 -0.15839
C 2.45890 2.23412 -0.59493
N -0.92281 -1.02295 -2.92983
F -0.55492 -0.05460 -3.85429
C -2.41441 -0.95929 -2.85452
C -2.64645 0.03254 -1.69794
P -2.78156 1.77685 -2.51182
O -3.42784 1.60760 -4.00242
O -3.65764 2.74511 -1.53985
S -4.35117 -0.27998 -1.12519
O -5.18311 0.14231 -2.22158
O -4.72246 0.47239 0.02943
C -4.80786 -2.06014 -0.80872
F -3.77561 -2.91607 -0.73546
F -5.57852 -2.46908 -1.82884
C -5.69975 -2.22590 0.47180
F -5.05014 -1.93198 1.58579
F -6.82684 -1.54048 0.33710
F -6.05456 -3.52285 0.50874
C -1.41837 -0.19973 -0.69860
C -0.91568 1.19834 -0.25036
O -0.01656 1.02062 0.82045
C 0.11968 2.16051 1.65473
B -1.87376 -0.78836 0.74911
O -1.75952 -2.12483 1.12057
O -2.46366 0.04443 1.64329
C -2.39769 -0.39343 3.00819
H -0.71277 -6.06366 0.38282
H -0.25764 -4.44026 0.86497
H -2.00979 -4.80068 0.51502
H -1.41518 -5.24462 -1.86099
H 0.25891 -4.84429 -1.50048
H 0.35140 -2.51746 -0.25742
H 0.86444 -2.76306 -1.90280
H 1.00949 0.76972 -2.14448
H 1.51598 -0.79815 -2.65843
H 4.21089 -0.21395 0.88487
H 5.50311 1.69359 1.66849
H 4.85035 3.99988 0.99813
H 2.91058 4.29743 -0.46820
H 1.60593 2.45458 -1.22817
H -0.73165 -1.88917 -3.44794
H -2.74035 -2.00059 -2.74786
H -2.70746 -0.69360 -3.87556
H -4.18481 2.19825 -4.14675
H -3.31460 3.63955 -1.67496
H -0.42453 1.77036 -1.04689
H -1.79021 1.76515 0.10098
H -0.70067 2.88640 1.56673
H 1.06312 2.70236 1.51267
H 0.11695 1.81191 2.69978
H -0.88574 -2.31390 1.48615
H -2.67667 0.45094 3.64507
H -3.08321 -1.21161 3.23676
H -1.37172 -0.66081 3.28251
Br -0.02155 1.89795 5.05008
C -1.01965 3.41866 5.74995
C -0.83955 4.63963 4.88767
Br 0.89689 5.46789 5.17288
H -0.68933 3.56675 6.77311
H -2.06091 3.10239 5.74986
H -1.56838 5.40283 5.15254
H -0.91416 4.42297 3.82641
Br 0.90892 2.85815 -4.09474
C 2.66211 3.29307 -4.82880
C 3.56601 2.08937 -4.92574
Br 4.32336 1.58026 -3.19788
H 3.07380 4.08107 -4.20575
H 2.45287 3.68894 -5.82037
H 4.42756 2.32476 -5.54698
H 3.06657 1.21007 -5.32052
Br 6.81007 -1.63111 2.80145
C 5.92685 -3.30037 3.27449
C 4.62244 -3.45565 2.54090
Br 3.23405 -2.33413 3.31582
H 5.81003 -3.30240 4.35362
H 6.62298 -4.08496 2.98514
H 4.25069 -4.47445 2.63056
H 4.69278 -3.18933 1.49017

86
Properties=species:S:1:pos:R:3 method="wB97M-V/def2-TZVPD" largest_force_ev_per_a=0.27 total_energy_ev=-77207.1301 charge=0 homo_ev=-8.38 homo_lumo_gap_ev=7.99
Y 1.55620 -0.24651 0.76930
O -2.08362 -4.24876 1.42341
C -1.14183 -3.28365 1.47017
O -1.19322 -2.28627 0.81204
C -0.05162 -3.60345 2.45064
C -0.19319 -4.64982 3.35197
C 0.81888 -4.86217 4.27047
C 1.92581 -4.03619 4.23333
C 1.98211 -3.03209 3.27592
N 1.01068 -2.80884 2.39873
C 3.15343 -2.09910 3.12524
O 4.19756 -2.23395 3.93139
O 3.19340 -1.27213 2.25119
H -2.74981 -3.95188 0.78615
H -1.07726 -5.26820 3.33155
H 0.74238 -5.65187 5.00501
H 2.70532 -4.18816 4.96796
H 4.02595 -2.85173 4.64949
B 2.56173 2.23672 -1.29611
N 3.86542 1.55885 -0.81239
C 5.14217 1.81288 -1.11670
C 5.94604 0.94517 -0.39873
C 5.04457 0.18421 0.34676
N 3.79264 0.55812 0.08725
N 1.92973 2.98430 -0.09252
C 1.74280 4.29122 0.12855
C 1.11897 4.44334 1.35457
C 0.95316 3.13517 1.81793
N 1.44861 2.26552 0.94052
H 2.80973 3.01922 -2.17969
H 1.78934 1.35588 -1.63050
H 5.38843 2.58612 -1.82497
H 7.01937 0.87561 -0.41230
H 5.23373 -0.60664 1.05231
H 2.06946 5.01879 -0.59609
H 0.83103 5.36013 1.83865
H 0.50731 2.77242 2.72935
O -0.37701 0.20168 -0.25600
P -1.61358 0.44732 -1.05210
N -1.59056 1.77702 -2.01690
C -1.36305 3.10891 -1.41661
C -0.62374 3.88785 -2.50516
C -1.06181 3.19937 -3.79666
C -1.07211 1.73089 -3.39456
N -2.86982 0.70882 -0.03385
C -2.81237 0.46711 1.40721
C -3.27478 1.80656 1.98001
C -4.30654 2.32532 0.95881
C -4.07643 1.47758 -0.31534
N -1.89252 -0.80950 -2.06102
C -3.23074 -1.17924 -2.52265
C -2.99549 -2.46791 -3.31665
C -1.73774 -3.05482 -2.67589
C -0.88479 -1.81988 -2.41718
H -0.77852 3.03628 -0.49723
H -2.32344 3.57714 -1.17510
H 0.45216 3.76748 -2.37618
H -0.85436 4.95232 -2.47789
H -0.39402 3.39521 -4.63451
H -2.07023 3.51462 -4.07726
H -0.05651 1.32144 -3.42537
H -1.71384 1.11584 -4.02603
H -1.81016 0.18678 1.72001
H -3.50543 -0.33824 1.68016
H -2.41688 2.47880 2.03234
H -3.68740 1.70966 2.98403
H -4.16341 3.38651 0.75779
H -5.32704 2.19945 1.32090
H -3.94171 2.07468 -1.21612
H -4.92475 0.80529 -0.48532
H -3.68300 -0.39538 -3.13837
H -3.89400 -1.35233 -1.66766
H -2.79453 -2.22655 -4.36285
H -3.85802 -3.13287 -3.28702
H -1.23573 -3.78799 -3.30606
H -1.98392 -3.53219 -1.72318
H -0.35150 -1.52967 -3.33102
H -0.15100 -1.93921 -1.62085
C 2.52626 -2.94967 -0.99251
O 1.86320 -1.85098 -0.48742
H 2.07192 -3.30809 -1.92986
H 2.51305 -3.79984 -0.28976
H 3.58096 -2.73071 -1.21394
O 1.60726 -0.85084 4.97248
S 0.56566 0.00304 4.36151
N 0.50661 0.17069 2.90697

79
Properties=species:S:1:pos:R:3 method="wB97M-V/def2-TZVPD" largest_force_ev_per_a=4.04 total_energy_ev=-128031.9567 charge=-1 homo_ev=-4.32 homo_lumo_gap_ev=6.72
Ir 1.73915 0.29150 -0.26163
C 0.51448 0.53142 3.38508
C 1.94577 0.48368 3.02449
N 2.42656 0.45749 1.79935
C 3.79209 0.44134 1.89843
C 4.14935 0.45989 3.20697
N 2.96929 0.49347 3.90625
C 5.43920 0.41423 3.93807
O 6.51214 0.25455 3.20653
O 5.43656 0.50393 5.14826
C 4.61812 0.36888 0.67867
O 5.85133 0.23659 0.80515
O 3.96610 0.43676 -0.39474
H -0.05135 0.45854 2.46208
H 0.27792 1.47397 3.88212
H 0.24514 -0.28651 4.05517
H 2.94403 0.50302 4.91397
H 6.27436 0.23482 2.20781
N 2.27567 0.62102 -2.37009
C 1.94582 1.93802 -2.92888
C 1.69518 2.97380 -1.82589
O 1.48712 4.12554 -2.19717
O 1.69515 2.51634 -0.64089
H 3.25975 0.57700 -2.11573
H 2.04892 -0.14654 -2.99093
H 1.03887 1.88128 -3.52481
H 2.74329 2.32732 -3.56300
Br 2.15244 -6.37779 -0.48267
C 2.12689 -4.47069 -0.44548
C 1.52007 -3.78082 -1.47870
C 1.48792 -2.39177 -1.42540
C 2.03674 -1.66937 -0.36525
C 2.66373 -2.41242 0.64146
C 2.71753 -3.80217 0.61173
H 1.07799 -4.31544 -2.30930
H 1.01530 -1.86567 -2.24838
H 3.14472 -1.91248 1.47227
H 3.20985 -4.35356 1.40203
C -1.19711 0.61601 -3.12487
C -2.23650 -0.07811 -2.24317
C -2.07591 -1.58518 -2.48968
C -3.65310 0.35582 -2.63598
P -1.73121 0.24847 -0.42145
N -0.24170 0.05857 -0.25340
C -2.27612 2.02461 0.03744
C -3.77348 2.23127 0.29191
C -1.82129 2.96292 -1.08771
C -1.45850 2.43855 1.26556
C -2.67060 -1.02028 0.67494
C -2.67027 -0.53600 2.12872
C -1.83283 -2.30832 0.66781
C -4.12209 -1.31145 0.28123
H -1.15094 0.11572 -4.09923
H -0.22184 0.54483 -2.64795
H -1.42358 1.66419 -3.30382
H -2.10236 -1.77668 -3.56788
H -2.87005 -2.17490 -2.03652
H -1.11793 -1.93001 -2.10184
H -3.87154 0.00590 -3.65219
H -3.75796 1.44041 -2.63743
H -4.41176 -0.05965 -1.97438
H -4.38430 1.88693 -0.54366
H -3.96688 3.30170 0.42577
H -4.12002 1.72804 1.19394
H -2.44369 2.88158 -1.97816
H -0.78091 2.78089 -1.34814
H -1.88836 3.99666 -0.73619
H -1.77650 1.93501 2.17697
H -1.56867 3.51692 1.42107
H -0.40340 2.23102 1.08698
H -1.65375 -0.39100 2.47673
H -3.13067 -1.30810 2.75495
H -3.23529 0.38072 2.27627
H -0.77414 -2.06131 0.75998
H -1.95845 -2.89481 -0.24028
H -2.12717 -2.93414 1.51794
H -4.74315 -0.41446 0.33184
H -4.53803 -2.03771 0.98899
H -4.21111 -1.74380 -0.71204